Molecular formula: C33H47Cl2MnO2P3
Method: DFT, the ωB97M-V functional and the def2-TZVPD basis

```
88
Properties=species:S:1:pos:R:3:forces:R:3
P 1.223 1.045 -1.753 1.5 0.7 -1.9
C 2.970 1.336 -2.151 -0.1 -0.2 0.1
C 3.528 0.796 -3.309 -0.1 -0.1 0.0
H 2.949 0.137 -3.940 0.0 0.0 -0.1
C 4.838 1.089 -3.651 0.0 0.0 0.0
H 5.266 0.660 -4.547 0.0 0.0 0.0
C 5.599 1.926 -2.847 -0.1 0.0 0.0
H 6.621 2.152 -3.115 0.0 0.0 0.0
C 5.043 2.476 -1.701 0.0 0.0 0.1
H 5.629 3.130 -1.072 0.0 0.0 0.0
C 3.733 2.189 -1.353 0.0 0.0 0.1
H 3.320 2.634 -0.459 -0.1 0.1 0.1
C 0.684 -0.337 -2.798 0.0 0.0 0.3
C 1.230 -1.596 -2.542 0.0 -0.1 -0.1
H 1.987 -1.712 -1.780 0.1 0.0 0.0
C 0.809 -2.695 -3.272 0.1 0.0 0.1
H 1.238 -3.667 -3.073 0.0 0.0 0.0
C -0.152 -2.545 -4.264 0.0 0.1 0.0
H -0.472 -3.402 -4.840 0.0 0.0 0.0
C -0.689 -1.292 -4.525 0.0 0.0 -0.1
H -1.426 -1.170 -5.307 0.0 0.0 0.0
C -0.276 -0.187 -3.794 0.1 0.0 0.1
H -0.712 0.780 -3.985 -0.1 0.2 -0.1
C 0.377 2.556 -2.299 0.0 -0.2 0.6
C 0.805 3.238 -3.436 0.1 -0.1 -0.2
H 1.612 2.847 -4.041 0.1 0.0 0.0
C 0.197 4.430 -3.794 0.0 -0.1 0.0
H 0.526 4.955 -4.679 0.0 0.0 0.0
C -0.824 4.956 -3.012 0.0 -0.1 0.1
H -1.290 5.891 -3.290 0.0 0.0 0.0
C -1.233 4.289 -1.865 -0.1 0.0 0.0
H -2.014 4.706 -1.244 0.0 0.0 0.0
C -0.633 3.092 -1.508 0.0 0.2 0.1
H -0.927 2.577 -0.606 -0.1 0.1 0.1
Mn 0.265 -0.391 2.675 1.0 0.9 1.6
C -1.474 -1.225 2.182 -0.9 -0.7 -1.4
C -1.897 -1.221 0.889 1.2 0.7 1.2
H -2.073 -1.703 2.954 0.1 0.0 0.1
C -0.954 -0.602 -0.092 0.2 0.3 -0.7
O -1.591 0.328 -0.992 -0.5 -0.3 1.0
H -0.892 0.703 -1.542 -0.9 -0.2 -0.1
C 0.211 0.011 0.676 0.9 0.2 -1.5
H -0.550 -1.361 -0.768 0.2 -0.5 0.2
C 1.137 0.722 -0.027 -1.0 -0.9 1.6
Cl -0.105 -1.159 4.978 0.2 0.1 -1.6
Cl 2.440 0.753 2.910 -1.0 -1.2 -0.4
P 1.498 -2.397 2.381 0.8 -1.0 0.0
C 2.362 -2.945 3.888 -0.3 0.4 0.0
H 1.632 -3.348 4.582 -0.1 0.0 0.1
H 2.833 -2.084 4.352 0.1 0.1 0.1
H 3.111 -3.698 3.653 0.0 0.0 -0.2
C 0.485 -3.844 1.908 -0.1 0.5 0.1
H 0.016 -3.656 0.945 0.0 0.0 -0.1
H -0.293 -3.970 2.655 -0.1 -0.1 0.1
H 1.080 -4.753 1.848 0.2 0.0 0.1
C 2.818 -2.355 1.119 -0.4 0.5 0.0
H 3.307 -1.386 1.162 0.1 0.1 0.1
H 2.379 -2.476 0.133 -0.1 -0.1 -0.1
H 3.552 -3.141 1.285 -0.1 -0.1 0.1
P -3.366 -1.969 0.310 -1.9 -0.8 -0.5
C -4.076 -3.053 1.570 0.4 0.2 -0.1
C -3.044 -2.958 -1.177 0.3 0.3 0.4
H -4.342 -2.477 2.452 0.0 0.1 0.1
H -3.358 -3.816 1.853 0.1 -0.1 0.0
H -4.973 -3.528 1.180 -0.1 0.0 -0.1
H -2.710 -2.304 -1.977 0.0 0.1 -0.1
H -3.945 -3.477 -1.494 -0.1 0.0 0.1
H -2.264 -3.684 -0.969 0.1 -0.1 0.0
C -4.668 -0.791 -0.159 0.6 0.0 0.2
H -4.845 -0.105 0.665 0.0 0.1 0.1
H -5.594 -1.311 -0.397 0.0 -0.2 0.0
H -4.333 -0.228 -1.024 0.1 0.1 -0.1
H 2.015 1.060 0.501 0.2 0.3 0.2
C 0.635 2.169 5.001 0.4 -0.2 0.1
C -0.742 1.877 4.422 -0.3 1.4 2.2
O -0.718 1.337 3.096 0.0 0.0 -0.6
C -1.757 1.862 2.269 -1.3 0.9 -0.4
C -3.171 1.562 2.794 -0.1 0.2 0.3
H 1.208 1.239 5.164 -0.2 0.7 -0.1
H 0.519 2.653 5.994 -0.2 -0.2 -0.6
H 1.190 2.864 4.337 -0.2 -0.5 0.5
H -1.325 1.219 5.097 0.4 0.2 -0.6
H -1.247 2.871 4.435 0.0 -0.8 -0.6
H -1.617 2.958 2.143 0.1 -0.6 0.4
H -1.695 1.468 1.256 0.4 -0.3 0.2
H -3.344 2.029 3.785 0.0 -0.3 -0.6
H -3.921 1.979 2.089 0.5 -0.2 0.4
H -3.347 0.473 2.885 0.1 0.5 0.0
```
Forces are in eV/Å.

Calculated values
Spin multiplicity: 4
DFT total energy (Eh): -4531.08478
Net charge: +2
Relative energy (zero: lowest compared OMol25 entry of this formula, charge and spin) (kcal per mole): 0.0
Orbital gap (spin up / spin down) (eV): 7.55 / 8.00

Löwdin population analysis, charges in e, atoms 1 to 5: P 1.101; C -0.299; C -0.076; H 0.107; C -0.048

Molecular formula: C33H47F9N2O22S
Method: DFT, the ωB97M-V functional and the def2-TZVPD basis

```
114
Properties=species:S:1:pos:R:3:forces:R:3
C 4.975 -2.261 2.019 -0.4 0.8 -0.1
C 6.071 -1.230 2.308 0.1 -1.1 0.1
O 6.832 -1.668 3.439 0.0 0.4 0.2
C 5.562 0.165 2.643 0.4 0.2 -0.5
C 4.660 0.748 1.590 -0.5 0.0 -0.2
C 3.286 0.388 1.570 0.1 0.5 -0.4
C 2.443 0.870 0.599 -0.2 0.1 0.6
S 0.776 0.264 0.664 0.5 -1.5 -0.6
O 0.314 0.010 -0.665 -0.2 0.6 0.0
O 0.728 -0.832 1.590 0.1 0.4 0.5
C -0.235 1.615 1.430 0.4 0.6 -0.5
F 0.064 1.743 2.723 -0.1 -0.4 0.2
F 0.162 2.758 0.831 -0.1 0.0 -0.1
C -1.776 1.534 1.200 0.4 0.1 0.6
F -2.014 1.600 -0.111 -0.1 -0.3 -0.2
F -2.264 2.657 1.751 0.0 0.1 0.2
C -2.517 0.324 1.867 -0.7 0.2 -0.4
F -3.649 0.811 2.410 -0.2 0.0 -0.1
F -1.813 -0.229 2.852 0.4 0.0 0.0
C -2.946 -0.808 0.891 0.0 -0.7 0.9
F -3.591 -1.729 1.625 -0.1 0.0 0.1
F -3.782 -0.398 -0.047 0.1 0.3 -0.3
F -1.892 -1.411 0.368 0.1 0.5 -0.2
C 2.893 1.768 -0.412 -0.3 -0.1 0.1
N 2.027 2.245 -1.345 0.3 0.1 0.0
C 2.560 3.032 -2.235 -0.1 -0.1 0.0
C 3.931 3.370 -2.235 0.3 0.4 -0.3
N 4.787 2.970 -1.338 -0.6 -0.3 0.0
C 4.247 2.144 -0.401 0.4 -0.3 0.5
C 5.107 1.615 0.617 0.4 -0.3 0.0
O 6.431 1.994 0.592 -0.3 -0.1 0.1
H 5.293 -3.273 2.243 0.2 -0.1 -0.1
H 4.644 -2.179 0.983 0.0 -0.2 -0.1
H 4.098 -2.027 2.621 0.0 -0.3 0.2
H 6.748 -1.205 1.447 -0.1 0.3 -0.1
H 7.514 -2.269 3.135 0.0 -0.1 0.0
H 6.445 0.794 2.711 0.0 0.1 0.3
H 5.064 0.139 3.610 -0.1 -0.1 0.1
H 2.899 -0.280 2.324 -0.1 0.0 0.0
H 1.924 3.434 -3.013 -0.1 0.0 0.0
H 4.299 4.015 -3.022 0.1 0.0 0.0
H 6.916 1.363 0.052 0.2 0.1 -0.1
C -9.021 -3.470 4.545 -0.1 -0.1 0.1
O -7.962 -3.188 3.626 -0.3 0.0 0.0
C -7.819 -1.896 3.325 0.1 0.0 -0.1
O -8.486 -0.989 3.751 -0.1 -0.2 0.0
O -6.804 -1.788 2.479 0.1 0.0 -0.1
C -6.508 -0.452 2.056 -0.1 0.3 0.0
H -9.019 -4.546 4.696 0.1 0.0 -0.1
H -8.846 -2.973 5.497 0.0 0.1 0.0
H -9.980 -3.167 4.131 0.0 0.1 0.0
H -6.238 0.170 2.907 -0.2 0.0 0.0
H -7.353 -0.020 1.524 -0.1 0.0 0.1
H -5.663 -0.514 1.388 0.0 -0.2 -0.1
C 5.138 -0.918 -4.394 -0.1 -0.2 0.1
O 6.295 -0.614 -5.177 0.0 0.0 0.0
C 6.447 0.681 -5.450 0.1 -0.1 -0.1
O 5.710 1.565 -5.096 -0.1 0.1 0.1
O 7.548 0.832 -6.177 0.0 0.0 0.0
C 7.830 2.189 -6.541 0.1 0.2 -0.1
H 5.137 -1.993 -4.247 0.1 0.0 -0.1
H 5.187 -0.421 -3.426 0.0 0.1 0.0
H 4.230 -0.626 -4.920 0.0 0.1 0.0
H 7.982 2.802 -5.655 -0.1 0.0 0.0
H 7.025 2.600 -7.148 -0.1 0.0 0.1
H 8.745 2.168 -7.125 0.0 -0.1 0.0
C -9.767 5.090 2.261 0.0 0.2 -0.1
O -10.212 4.333 3.386 0.0 0.0 0.0
C -9.371 3.366 3.761 -0.1 0.0 0.0
O -8.318 3.110 3.236 0.0 0.0 0.0
O -9.899 2.741 4.808 0.0 0.1 0.1
C -9.093 1.670 5.318 0.1 -0.2 0.1
H -10.535 5.833 2.064 -0.1 -0.1 0.1
H -8.828 5.594 2.483 0.1 -0.1 0.0
H -9.652 4.451 1.387 0.1 0.0 0.0
H -8.131 2.047 5.661 0.0 0.0 -0.1
H -8.953 0.901 4.565 0.1 0.1 0.0
H -9.629 1.247 6.163 -0.1 0.1 0.0
C -5.283 -4.509 3.801 0.0 0.0 0.0
O -4.015 -4.595 4.463 0.0 0.0 0.0
C -3.193 -5.507 3.952 0.0 0.1 0.0
O -3.429 -6.230 3.020 0.0 0.0 0.0
O -2.056 -5.483 4.650 0.0 0.0 0.0
C -1.074 -6.418 4.200 0.2 -0.1 0.0
H -5.847 -3.739 4.304 0.2 0.1 0.2
H -5.152 -4.230 2.758 0.0 -0.1 0.0
H -5.818 -5.454 3.876 0.1 0.0 -0.1
H -0.787 -6.209 3.171 -0.1 -0.1 0.0
H -1.445 -7.437 4.287 0.0 0.0 -0.1
H -0.210 -6.293 4.846 -0.1 0.1 0.1
C -1.464 -3.645 -1.152 0.0 -0.2 0.0
O -1.605 -4.401 -2.361 0.0 0.0 0.0
C -0.782 -5.441 -2.457 -0.1 0.0 0.0
O 0.037 -5.776 -1.641 0.0 0.0 0.0
O -1.019 -6.054 -3.619 0.0 0.0 0.0
C -0.199 -7.198 -3.854 0.0 -0.2 -0.1
H -2.185 -2.848 -1.212 -0.2 0.0 -0.3
H -1.684 -4.269 -0.287 0.1 0.0 0.0
H -0.463 -3.225 -1.075 0.0 0.0 0.0
H -0.366 -7.954 -3.089 0.1 0.0 0.1
H 0.853 -6.919 -3.883 0.0 0.0 0.1
H -0.492 -7.596 -4.821 -0.1 0.1 0.0
C 5.267 5.361 -5.377 -0.2 -0.2 0.2
O 6.434 5.632 -6.155 0.0 -0.1 0.0
C 6.608 6.920 -6.453 0.0 0.0 0.0
O 5.885 7.823 -6.127 0.0 0.0 0.0
O 7.722 7.031 -7.175 0.0 0.0 0.0
C 8.035 8.369 -7.568 0.1 0.2 -0.1
H 5.243 4.286 -5.206 0.2 0.0 -0.1
H 5.320 5.875 -4.418 0.0 0.1 -0.1
H 4.368 5.653 -5.916 0.0 0.1 0.0
H 8.191 8.999 -6.694 -0.1 0.0 0.0
H 7.244 8.781 -8.191 -0.1 0.0 0.1
H 8.955 8.316 -8.142 0.0 -0.1 0.0
```
Forces are in eV/Å.

Calculated values
DFT total energy (Eh): -4347.44752
Net charge: 0
SMILES: C[C@H](O)Cc1cc(S(=O)(=O)C(F)(F)C(F)(F)C(F)(F)C(F)(F)F)c2nccnc2c1O.COC(=O)OC.COC(=O)OC.COC(=O)OC.COC(=O)OC.COC(=O)OC.COC(=O)OC
Orbital gap (eV): 8.80

Löwdin population analysis, charges in e, atoms 1 to 5: C -0.029; C -0.419; O -0.039; C -0.086; C -0.120

For reference, largest force on an atom by record: 0.050, 0.033 hartree/bohr.